Here is a molecular structure, C25H42BrNOP2Pd in a non-equilibrium geometry from the OMol25 dataset. Energies are from the ωB97M-V functional and the def2-TZVPD basis.

```
73
Properties=species:S:1:pos:R:3:lowdin_charge:R:1
N -7.1407 5.7003 -4.8578 0.040
C -6.7812 6.2917 -3.7198 -0.150
C -6.0354 5.6425 -2.7366 -0.025
C -5.6206 4.3145 -2.9539 -0.219
C -5.9836 3.7100 -4.1791 -0.019
C -6.7606 4.4427 -5.0829 -0.148
C -4.8063 3.6136 -1.9385 -0.055
Pd 0.3010 -0.1353 1.6482 0.391
P 6.2161 -0.9218 0.9625 0.945
C -3.6393 2.9889 -2.1859 -0.048
C -2.7981 2.3249 -1.1963 -0.228
C -1.6845 1.6043 -1.6360 -0.048
C -0.8355 0.9704 -0.7405 -0.167
C -1.1135 1.0436 0.6116 -0.241
C -2.1981 1.7696 1.1026 -0.110
C -3.0510 2.4002 0.1943 -0.024
Br 1.7352 -0.9327 3.5302 -0.018
H -5.1903 3.6570 -0.9081 0.112
H -3.2396 2.9914 -3.2150 0.124
H -5.7626 6.1760 -1.8299 0.109
H -5.7038 2.6877 -4.4144 0.108
H -7.1007 7.3263 -3.5749 0.105
H -7.0965 3.9956 -6.0206 0.104
H -1.4926 1.5492 -2.7006 0.108
H -3.9082 2.9569 0.5320 0.095
H 0.0414 0.4216 -1.0679 0.077
H -2.3625 1.8242 2.1826 0.088
P -0.4717 -2.1152 0.9456 0.845
C 5.6632 0.8378 1.0747 -0.454
C 6.7249 1.8330 0.6327 -0.188
H 5.3953 0.9955 2.1273 0.074
H 4.7578 0.9566 0.4616 0.074
H 6.5388 2.8005 1.1061 0.063
H 7.7333 1.5089 0.9198 0.055
H 6.7176 1.9822 -0.4509 0.063
C 5.3932 -1.3601 -0.6421 -0.454
C 6.0470 -2.5088 -1.3939 -0.187
H 5.4338 -0.4482 -1.2547 0.070
H 4.3383 -1.5865 -0.4260 0.062
H 5.7571 -2.4681 -2.4472 0.061
H 7.1415 -2.4631 -1.3449 0.058
H 5.7327 -3.4815 -1.0010 0.064
C 5.0653 -1.6905 2.1926 -0.478
C 5.7631 -2.0665 3.4962 -0.186
H 4.6548 -2.5882 1.7129 0.068
H 4.2178 -1.0189 2.4085 -0.025
H 5.1972 -2.8559 3.9989 0.062
H 6.7795 -2.4410 3.3219 0.052
H 5.8335 -1.2175 4.1821 0.066
C -0.3573 -3.4151 2.2104 -0.398
C -1.5034 -4.4192 2.2445 -0.138
H -0.2281 -2.8892 3.1706 0.019
H 0.5947 -3.9198 1.9899 0.081
H -2.4430 -3.9779 2.6021 0.066
H -1.6909 -4.8831 1.2685 0.073
H -1.2226 -5.2153 2.9412 0.077
C 0.6838 -2.5567 -0.3816 -0.374
C 0.1416 -2.5352 -1.8163 -0.136
H 1.0390 -3.5544 -0.1014 0.078
H 1.5237 -1.8549 -0.2702 0.060
H -0.3488 -3.4842 -2.0614 0.078
H -0.5694 -1.7191 -1.9953 0.049
H 0.9810 -2.3945 -2.5065 0.076
C -2.1409 -2.0218 0.2769 -0.385
C -3.2235 -1.5212 1.2306 -0.130
H -2.3758 -3.0378 -0.0792 0.088
H -2.0938 -1.3714 -0.6018 0.062
H -3.9336 -0.9213 0.6506 0.079
H -3.7604 -2.3403 1.7162 0.065
H -2.8085 -0.8690 2.0154 0.038
O -1.3861 -0.0276 3.6758 -0.161
H -1.0354 -0.4494 4.4674 0.013
H -2.2449 0.3602 3.9283 0.053
```

ΔE to the lowest compared entry with this formula, charge and spin	4.8	kcal/mol

Here is 6 unconnected molecules or ions with the total composition C25H42ClNO12P in a non-equilibrium geometry from the OMol25 dataset. Energies are from the ωB97M-V functional and the def2-TZVPD basis.

```
82
Properties=species:S:1:pos:R:3:lowdin_charge:R:1
C 4.4971 3.4939 2.5082 -0.285
P 3.3678 5.0691 2.4113 0.912
O 4.0190 6.0582 1.1323 -0.378
C 1.6148 4.3677 1.9303 -0.390
C 1.2822 4.5731 0.3311 -0.141
O -0.0381 4.0811 -0.0919 -0.181
C -0.8202 3.5347 1.0280 -0.578
Cl -2.5972 3.1571 0.5049 0.621
C -0.8297 4.4542 2.3855 -0.107
N 0.5113 5.1373 2.6838 0.007
H 5.3100 3.5569 3.3487 0.065
H 3.7608 2.6033 2.7853 0.055
H 4.9802 3.2441 1.4583 0.075
H 5.0331 6.0669 1.2480 0.094
H 1.6618 3.2227 2.2621 0.150
H 1.2656 5.7535 0.1540 0.154
H 2.1816 4.1765 -0.3458 0.151
H -0.3709 2.4758 1.3414 0.142
H -1.7214 5.2465 2.3469 0.164
H -0.9977 3.7001 3.2956 0.167
H 0.4536 6.1043 2.2483 0.189
H 0.7112 5.2390 3.7029 0.175
O -2.9865 1.8892 5.1023 0.083
C -3.5869 1.0724 4.4237 -0.459
O -4.0323 -0.1331 4.8848 0.041
C -4.5898 -0.8727 3.7994 -0.162
C -4.9543 0.1570 2.7622 -0.160
C -3.9021 1.2176 2.9657 -0.133
H -3.8374 -1.5805 3.4361 0.134
H -5.4646 -1.4314 4.1447 0.129
H -4.9789 -0.2456 1.7461 0.125
H -5.9439 0.5740 2.9851 0.128
H -2.9998 1.0129 2.3828 0.103
H -4.2893 2.2146 2.7434 0.108
O 4.3668 0.4763 -1.8878 0.089
C 3.7733 1.3045 -2.5587 -0.452
O 3.3105 2.4959 -2.0784 -0.002
C 2.5746 3.1603 -3.1044 -0.177
C 3.0701 2.5669 -4.3972 -0.155
C 3.4054 1.1506 -4.0034 -0.077
H 1.5072 2.9755 -2.9443 0.130
H 2.7595 4.2372 -3.0524 0.127
H 2.3411 2.6344 -5.2091 0.121
H 3.9823 3.0847 -4.7175 0.126
H 2.5377 0.4898 -4.0828 0.103
H 4.2442 0.7606 -4.5844 0.139
O 0.4454 0.6488 -5.1059 0.090
C -0.0839 -0.4253 -4.8726 -0.446
O -1.3989 -0.7037 -5.1123 0.036
C -1.6983 -2.0091 -4.6203 -0.167
C -0.3741 -2.7242 -4.5581 -0.160
C 0.5898 -1.6078 -4.2449 -0.093
H -2.1652 -1.9122 -3.6344 0.128
H -2.3992 -2.5064 -5.2971 0.132
H -0.3569 -3.5355 -3.8255 0.125
H -0.1360 -3.1501 -5.5404 0.131
H 0.6799 -1.4380 -3.1684 0.137
H 1.5701 -1.7867 -4.6926 0.130
O 3.6571 -4.4052 -4.6057 0.092
C 4.5852 -3.8885 -4.0058 -0.462
O 5.4309 -2.9627 -4.5462 0.025
C 6.4578 -2.6597 -3.6031 -0.168
C 5.8896 -3.0392 -2.2607 -0.167
C 4.9934 -4.2036 -2.5986 -0.087
H 7.3489 -3.2433 -3.8573 0.130
H 6.7043 -1.5952 -3.6557 0.127
H 6.6575 -3.2784 -1.5203 0.122
H 5.2853 -2.2130 -1.8667 0.110
H 5.5373 -5.1522 -2.5881 0.138
H 4.1254 -4.2471 -1.9367 0.130
O -4.1771 -4.7368 4.2121 0.093
C -5.3836 -4.9150 4.2377 -0.467
O -6.1957 -4.8437 3.1425 0.022
C -7.5530 -4.9962 3.5552 -0.172
C -7.4878 -5.7054 4.8825 -0.168
C -6.1947 -5.1953 5.4664 -0.087
H -8.0071 -4.0031 3.6364 0.127
H -8.1024 -5.5772 2.8087 0.130
H -8.3588 -5.5154 5.5153 0.123
H -7.4162 -6.7880 4.7215 0.126
H -6.3380 -4.2633 6.0203 0.135
H -5.7128 -5.9488 6.0936 0.134
```

charge	+1

Here is 11 unconnected molecules or ions with the total composition C25H43Cl3N6O12 in a non-equilibrium geometry from the OMol25 dataset. Energies are from the ωB97M-V functional and the def2-TZVPD basis.

```
89
Properties=species:S:1:pos:R:3:lowdin_charge:R:1
C -10.6173 -2.0326 -1.8341 -0.026
O -10.3976 -1.7089 -0.4577 -0.024
C -10.8864 -0.5297 0.0049 -0.552
O -11.5666 0.2211 -0.6781 0.099
O -10.5428 -0.3122 1.2614 0.016
C -10.0800 -1.2975 2.1410 -0.041
H -10.1104 -2.9593 -2.0923 0.095
H -10.1682 -1.2474 -2.4433 0.098
H -11.6840 -2.0905 -2.0465 0.081
H -10.7147 -2.1845 2.1892 0.086
H -10.0844 -0.9033 3.1548 0.102
H -9.0922 -1.6371 1.8308 0.102
C -18.5211 0.7906 -0.9961 -0.047
O -17.1208 0.6997 -1.0226 -0.027
C -16.4100 0.2403 0.0402 -0.595
O -16.8366 0.0506 1.1590 0.084
O -15.1411 -0.0147 -0.2666 -0.003
C -14.6177 -0.0160 -1.5990 -0.064
H -18.8660 1.1269 -0.0171 0.097
H -19.0380 -0.1360 -1.2452 0.097
H -18.7383 1.5721 -1.7226 0.097
H -15.3727 -0.3975 -2.2865 0.077
H -13.7762 -0.7026 -1.6356 0.048
H -14.2925 0.9525 -1.9772 0.096
C -9.6075 -3.1501 5.2866 -0.029
O -8.6457 -2.8363 4.3092 -0.006
C -7.3580 -2.9186 4.5789 -0.587
O -6.8633 -3.1976 5.6407 0.134
O -6.6653 -2.7036 3.4336 -0.003
C -5.2770 -2.9370 3.4516 -0.069
H -10.5649 -2.6365 5.1958 0.078
H -9.2532 -2.8643 6.2780 0.101
H -9.8307 -4.2152 5.2236 0.095
H -4.8247 -2.8528 2.4627 0.091
H -4.9861 -3.9598 3.6990 0.098
H -4.7285 -2.2387 4.0831 0.098
C -13.7819 0.4323 3.0962 -0.024
O -13.2656 -0.6175 3.9445 -0.036
C -13.2418 -1.8920 3.5446 -0.655
O -12.9871 -2.8150 4.2685 0.074
O -13.5064 -1.9587 2.2251 -0.036
C -13.3552 -3.1866 1.5412 -0.064
H -14.6791 0.0956 2.5771 0.073
H -13.0397 0.7859 2.3839 0.073
H -14.1520 1.2471 3.7159 0.068
H -13.7482 -3.1485 0.5256 0.075
H -13.9443 -3.9942 1.9777 0.023
H -12.3327 -3.5645 1.5281 0.083
Cl -15.4102 -4.0261 6.4678 0.543
C -16.2994 -3.7650 4.9480 -1.489
Cl -15.7380 -4.8300 3.6561 0.601
Cl -16.3241 -2.0817 4.4534 0.641
H -17.3287 -4.0679 5.1150 0.010
C -12.2275 -6.3342 5.6284 -0.070
C -12.2458 -6.1904 4.1706 -0.276
N -12.2829 -6.0861 3.0206 0.146
H -13.1890 -6.7263 5.9613 0.077
H -12.1643 -5.3506 6.0944 0.069
H -11.4276 -6.9761 5.9915 0.082
C -16.9955 -2.5996 0.7769 -0.073
C -16.9821 -4.0557 0.6259 -0.276
N -16.9180 -5.2102 0.5478 0.133
H -16.2202 -2.2816 1.4753 0.050
H -17.9291 -2.3152 1.2631 0.095
H -16.8521 -2.0741 -0.1647 0.069
C -14.8255 -5.5589 -1.7844 -0.080
C -14.8148 -4.1350 -1.9472 -0.252
N -14.7927 -2.9827 -2.0072 0.181
H -14.5420 -6.2045 -2.6168 0.086
H -15.8199 -5.8940 -1.4936 0.057
H -14.0847 -5.8517 -1.0383 0.091
C -15.4386 5.5230 3.8504 -0.060
C -15.3619 4.1831 3.1795 -0.242
N -15.2559 3.1642 2.6843 0.160
H -14.5292 5.6769 4.4290 0.077
H -16.2479 5.5795 4.5776 0.074
H -15.5802 6.3129 3.1164 0.077
C -12.4220 2.7198 0.5606 -0.072
C -12.5614 4.0346 1.2046 -0.281
N -12.6908 5.0456 1.7141 0.128
H -13.3371 2.1772 0.8008 0.054
H -11.5763 2.2200 1.0274 0.070
H -12.3351 2.8206 -0.5181 0.084
C -13.0616 -0.7730 6.9862 -0.071
C -14.3474 -0.1369 7.3377 -0.277
N -15.3328 0.4044 7.6219 0.118
H -12.4566 -1.0456 7.8496 0.082
H -12.5437 -0.0706 6.3365 0.077
H -13.2887 -1.7024 6.4642 0.037
```

SMILES string	COC(=O)OC.COC(=O)OC.COC(=O)OC.COC(=O)OC.ClC(Cl)Cl.CC#N.CC#N.CC#N.CC#N.CC#N.CC#N

Here is 3 unconnected molecules or ions with the total composition C25H43F9N2O6PS in a non-equilibrium geometry from the OMol25 dataset. Energies are from the ωB97M-V functional and the def2-TZVPD basis.

```
87
Properties=species:S:1:pos:R:3:lowdin_charge:R:1
O -3.8649 1.6974 0.8157 -0.296
S -3.2014 0.6063 1.5948 0.664
O -3.6864 0.5636 3.0348 -0.318
P -3.6894 -1.2442 0.5968 1.033
C -5.5354 -1.5205 0.3315 -0.316
C -6.5114 -0.6022 1.2290 -0.215
C -7.1897 0.5133 0.2911 -0.177
C -7.2543 1.9810 0.9055 -0.175
C -8.0617 3.0460 0.0681 -0.027
C -8.1558 4.5108 0.5684 -0.061
C -7.4538 4.9887 1.8793 -0.063
C -6.6692 3.9577 2.7248 -0.047
C -6.5961 2.4714 2.2091 -0.042
C -1.3262 0.7937 1.7297 -0.331
F -1.0546 1.5484 2.8974 0.107
F -0.8496 -0.5415 1.9946 0.023
C -0.6406 1.4731 0.4549 -0.211
F -1.0504 0.7091 -0.6933 0.060
F -1.1896 2.7788 0.2314 0.102
C 0.9469 1.6854 0.5483 -0.194
F 1.3361 2.2761 -0.7042 0.089
F 1.2153 2.6659 1.5285 0.124
C 1.8188 0.3497 0.6928 -0.311
F 3.1120 0.6235 0.2167 0.127
F 1.9621 0.1200 2.1007 0.094
F 1.2822 -0.7822 0.0588 0.117
H -3.0812 -1.1571 -0.7163 0.051
H -3.0434 -2.2908 1.3446 0.048
H -5.7582 -1.4788 -0.7937 0.114
H -5.7432 -2.6184 0.6410 0.121
H -7.3619 -1.2947 1.5977 0.134
H -6.0054 -0.2060 2.1695 0.085
H -6.5923 0.5212 -0.6998 0.115
H -8.2649 0.1933 0.0225 0.131
H -8.5677 2.7140 -0.8989 0.097
H -8.7688 5.2470 -0.0676 0.095
H -7.4763 6.0635 2.2555 0.091
H -6.1303 4.2279 3.6936 0.094
H -5.9790 1.7626 2.8480 0.061
C -0.1571 -3.9919 2.0243 -0.096
O -1.0337 -4.3193 0.9537 -0.214
C -0.6805 -3.6767 -0.2752 -0.220
C -0.2225 -4.7112 -1.3032 -0.204
N 1.0698 -5.2831 -0.9306 -0.050
C 1.4496 -6.4483 -1.7343 -0.188
C 0.5822 -7.7096 -1.5978 -0.216
O 0.6579 -8.3245 -0.3163 -0.172
C -0.2492 -7.8064 0.6432 -0.101
H -0.5588 -4.4359 2.9369 0.097
H 0.8400 -4.4030 1.8518 0.089
H -0.0962 -2.9083 2.1627 0.066
H 0.0737 -2.8966 -0.1302 0.105
H -1.5907 -3.1928 -0.6489 0.081
H -0.1371 -4.2321 -2.2834 0.126
H -0.9948 -5.4866 -1.3628 0.105
H 1.0379 -5.5642 0.0437 0.070
H 2.4702 -6.7104 -1.4393 0.122
H 1.4942 -6.1546 -2.7886 0.120
H 0.9768 -8.4481 -2.3030 0.124
H -0.4594 -7.5414 -1.8930 0.109
H -1.1793 -7.4521 0.1905 0.087
H 0.2243 -7.0069 1.2182 0.068
H -0.4923 -8.6072 1.3449 0.092
C 5.4696 6.2884 -0.2960 -0.111
O 5.4576 4.9672 0.2222 -0.195
C 4.4288 4.1540 -0.3463 -0.212
C 5.0425 3.0343 -1.1873 -0.216
N 5.6548 3.5655 -2.4044 -0.051
C 6.4687 2.5856 -3.1273 -0.195
C 7.7365 2.0711 -2.4270 -0.221
O 8.7398 3.0646 -2.2502 -0.177
C 8.6066 3.8359 -1.0659 -0.098
H 6.2087 6.8636 0.2645 0.091
H 5.7576 6.2922 -1.3503 0.080
H 4.4924 6.7652 -0.1729 0.088
H 3.7117 4.7435 -0.9274 0.123
H 3.8855 3.7039 0.4909 0.107
H 4.2609 2.3178 -1.4589 0.104
H 5.7840 2.5192 -0.5659 0.105
H 6.2458 4.3529 -2.1597 0.070
H 6.7741 3.0642 -4.0631 0.119
H 5.8386 1.7327 -3.4030 0.115
H 8.1816 1.3158 -3.0831 0.120
H 7.5202 1.5574 -1.4838 0.108
H 8.1581 3.2688 -0.2460 0.089
H 8.0268 4.7396 -1.2665 0.070
H 9.6043 4.1552 -0.7570 0.090
```

charge	+1

| no. | total energy (hartree) | gap between HOMO and LUMO (hartree) |
| --- | --- | --- |
| 1 | -4492.3688 | 0.2698 |
| 2 | -2736.6869 | 0.3147 |
| 3 | -3590.3344 | 0.4137 |
| 4 | -3176.9816 | 0.1648 |